[1]
Computed, not measured: a 6-piece molecular cluster, C34H63N6O7PS2 overall at a distorted geometry, with wB97M-V/def2-TZVPD.

- SMILES string: C=C[C@@H](CCCC(=O)OCC)O[C@@H]([C@@H](C)CCC)[C@@](CCCN)(CCCOC)O[C@H](S)P(O)(O)=S.CC#N.CC#N.CC#N.CC#N.CC#N
- Frontier orbital gap: 7.916 eV
- HOMO level: -7.927 eV
- LUMO level: -0.011 eV
- DFT total energy: -90503.5011 eV

Structure (ORCA input):
```
! RIJCOSX wB97M-V def2-TZVPD def2/J DEFGRID3
* xyz 0 1
C -4.3976 0.2862 2.9533
C -3.2758 1.1291 3.1483
C -2.1765 1.3593 1.9701
C -2.8192 2.6186 1.1412
C -2.5828 2.5134 -0.4323
C -3.5421 1.4849 -1.2042
C -4.0325 2.2305 -2.5557
O -5.1677 2.7801 -2.5361
O -3.2854 2.2543 -3.7662
C -2.3473 3.3578 -3.8199
C -2.8506 4.6251 -4.6644
O -0.8980 1.7688 2.3785
C 0.0899 0.7947 2.7650
C -0.4162 -0.4795 3.5514
C -1.1946 -1.6576 2.8420
C 0.6727 -1.2096 4.5209
C 1.1918 -0.2903 5.7157
C 0.0616 0.2091 6.7379
C 1.3220 0.6148 1.6827
C 2.7500 0.5319 2.4035
C 3.8677 -0.3843 1.7138
C 4.7175 0.3701 0.5527
N 4.1945 0.1238 -0.8224
C 1.0967 -0.6776 0.7117
C -0.2240 -0.5979 -0.1847
C 0.0935 -0.9919 -1.7358
O -1.0455 -1.7649 -2.2110
C -0.9281 -2.0776 -3.6193
O 1.3017 1.6784 0.6495
C 1.5960 2.9855 1.1089
S 0.2679 4.2294 0.5998
P 3.2647 3.7440 0.5706
O 3.8904 3.1177 -0.8834
O 4.4370 3.7427 1.8439
S 2.9775 5.6636 0.2109
H -5.2946 0.4209 3.6498
H -4.3381 -0.5327 2.1501
H -3.0748 1.6693 4.1272
H -2.3062 0.4882 1.2541
H -3.9610 2.6032 1.3034
H -2.3935 3.5638 1.6159
H -1.4836 2.3251 -0.7289
H -2.8167 3.5604 -0.8640
H -4.4709 1.2179 -0.6072
H -2.9995 0.5322 -1.5593
H -1.9973 3.7429 -2.8086
H -1.4042 2.9492 -4.3450
H -3.0348 5.5344 -3.9809
H -3.7635 4.4345 -5.3143
H -1.9989 4.9589 -5.3694
H 0.6705 1.3777 3.5956
H -1.1629 -0.0607 4.3359
H -0.5357 -2.4638 2.3405
H -1.9965 -1.3921 2.0872
H -1.7437 -2.2418 3.6771
H 0.1443 -2.1100 4.9961
H 1.5308 -1.6514 3.8924
H 1.9995 -0.8601 6.3126
H 1.7266 0.6595 5.3367
H 0.4749 0.3701 7.7979
H -0.2692 1.2510 6.3626
H -0.8497 -0.4716 6.7013
H 2.6994 0.1521 3.4930
H 3.2723 1.5548 2.5462
H 4.6629 -0.5478 2.5407
H 3.5481 -1.4334 1.4195
H 5.7561 -0.1372 0.5894
H 4.9041 1.4660 0.8095
H 4.8088 0.6991 -1.4367
H 3.2865 0.6119 -0.8612
H 1.1937 -1.6114 1.3548
H 1.9444 -0.7600 -0.0693
H -0.7163 0.4241 -0.2408
H -1.0492 -1.3370 0.1234
H 0.2487 -0.0411 -2.3704
H 1.0389 -1.6282 -1.8091
H -1.3657 -3.1382 -3.7510
H -1.6489 -1.3898 -4.1933
H 0.1428 -2.0318 -3.9982
H 1.5875 3.0352 2.2644
H -0.3916 4.5577 1.7724
H 3.4635 3.5545 -1.6548
H 4.0041 4.1062 2.6565
C -4.0116 -4.1821 -1.4156
C -4.0360 -2.9533 -0.6192
N -4.0389 -1.9831 -0.0022
H -3.1470 -4.2121 -2.0819
H -3.9638 -5.0675 -0.7843
H -4.9047 -4.2754 -2.0380
C 3.2441 -3.9473 -1.2849
C 2.9340 -4.2516 0.1143
N 2.6896 -4.4884 1.2140
H 4.3208 -3.8617 -1.4476
H 2.8742 -4.7256 -1.9564
H 2.7924 -3.0040 -1.5999
C -2.9697 -0.8487 -7.6411
C -1.8777 -1.7336 -7.2271
N -1.0205 -2.4284 -6.9010
H -2.7687 0.1904 -7.3704
H -3.1231 -0.8794 -8.7221
H -3.9145 -1.1301 -7.1706
C -2.3708 -7.7948 1.1274
C -2.6483 -7.2806 -0.2159
N -2.8659 -6.8756 -1.2712
H -2.5057 -7.0227 1.8884
H -3.0336 -8.6241 1.3843
H -1.3449 -8.1599 1.2131
C 7.3170 3.6464 -2.1907
C 6.8198 2.3041 -2.5012
N 6.4273 1.2497 -2.7446
H 8.3703 3.6273 -1.9019
H 7.2272 4.3161 -3.0490
H 6.7613 4.0988 -1.3657
*
```

[2]
Computed, not measured: a 2-piece molecular cluster, CH4N4 overall at a distorted geometry, with wB97M-V/def2-TZVPD.

- Frontier orbital gap: 11.002 eV
- HOMO level: -9.820 eV
- LUMO level: 1.182 eV
- DFT total energy: -7058.6963 eV

Structure (ORCA input):
```
! RIJCOSX wB97M-V def2-TZVPD def2/J DEFGRID3
* xyz 0 1
C -1.2525 -0.1176 -0.3170
N 1.2310 -1.3688 0.2921
N 1.5234 -0.3098 0.1043
N -1.9257 0.4972 0.5449
N 1.7290 0.8571 0.0087
H -0.6510 -1.0685 -0.2139
H -1.2809 0.1550 -1.3433
H -1.7295 0.0518 1.4417
H 2.3563 1.3037 -0.5176
*
```

[3]
Computed, not measured: a 2-piece molecular cluster, C4H6O2 overall, with wB97M-V/def2-TZVPD.

- SMILES string: O=C1CC1.C=O
- Frontier orbital gap: 10.464 eV
- HOMO level: -9.642 eV
- LUMO level: 0.822 eV
- DFT total energy: -8337.4675 eV

Structure (ORCA input):
```
! RIJCOSX wB97M-V def2-TZVPD def2/J DEFGRID3
* xyz 0 1
O -0.6538 1.2730 -0.3089
C -0.3626 0.1678 -0.6829
C -0.2535 -0.7354 -1.8245
C -0.0240 -1.2198 -0.3558
H -1.1699 -0.9972 -2.3478
H 0.6263 -0.6618 -2.4594
H -0.7763 -1.8345 0.1342
H 0.9927 -1.4779 -0.0692
C 0.4011 1.3800 1.9778
O 0.6358 0.3140 2.5020
H -0.5534 1.9122 2.1196
H 1.1376 1.8795 1.3150
*
```

Which value of LUMO level does entry 2 give? 1.182 eV

Which of these has the highest DFT total energy? CH4N4